# 1
# C6H6F3O4

A molecular structure, C6H6F3O4 at a distorted geometry (ωB97M-V with the def2-TZVPD basis set, the Open Molecules 2025 dataset).

Last column: Mulliken charge in e.
Element x y z (Å)
1 C -0.705 -0.535 -0.272  -0.278
2 C 0.667 1.726 -0.298  -0.778
3 C 0.594 1.278 1.126  -0.639
4 C 0.652 0.261 0.014  0.670
5 C -2.629 -0.499 0.402  0.774
6 C 1.920 -0.517 -0.094  0.746
7 O -0.904 -0.321 -1.696  -0.564
8 O -0.397 -1.898 -0.045  -0.591
9 O -3.068 0.598 0.583  -0.576
10 O -2.929 -1.665 0.413  -0.652
11 F 3.018 0.294 0.045  -0.340
12 F 2.089 -1.437 0.874  -0.260
13 F 2.121 -1.148 -1.258  -0.287
14 H -0.227 2.118 -0.754  0.273
15 H 1.586 2.169 -0.656  0.230
16 H 1.460 1.406 1.760  0.244
17 H -0.353 1.369 1.636  0.276
18 H -1.251 -2.319 0.175  0.392
19 H -1.645 -0.880 -1.956  0.360

The multiplicity is 1. Its calculated total energy is -22662.638 eV. For the HOMO energy, the calculation gives -0.1378 Eh. As for the net charge: -1. The energy relative to the best compared isomer or geometry (same formula, charge and spin) comes out at 0.0 kJ/mol.

---

# 2
# C5H13NO2

3 unconnected molecules or ions with the total composition C5H13NO2 at a distorted geometry (ωB97M-V with the def2-TZVPD basis set, the Open Molecules 2025 dataset).

Last column: Mulliken charge in e.
Element x y z (Å)
1 C 2.519 0.343 -1.881  -1.222
2 N 0.518 1.585 0.497  -0.393
3 C 1.145 0.389 0.388  0.412
4 C 1.924 -0.206 -0.653  -0.123
5 C 1.335 -0.340 2.768  -0.629
6 C 0.821 -0.498 1.557  -0.507
7 H 1.852 1.196 -2.294  0.249
8 H 2.617 -0.270 -2.693  0.384
9 H 3.484 0.814 -1.690  0.256
10 H 0.612 2.133 -0.366  0.225
11 H 0.241 2.010 1.314  0.199
12 H 2.139 -1.319 -0.461  0.244
13 H 2.036 0.404 3.017  0.278
14 H 1.162 -0.996 3.578  0.308
15 H 0.002 -1.173 1.444  0.329
16 H -3.704 -1.080 -0.472  0.350
17 H -4.605 -1.963 -1.425  0.301
18 O -4.337 -1.850 -0.531  -0.651
19 H -2.479 1.332 -1.575  0.312
20 H -1.549 0.636 -0.511  0.366
21 O -2.151 0.482 -1.271  -0.688

The multiplicity is 1. Its SMILES is C=C/C(N)=C/C.O.O. Its calculated total energy is -10978.895 eV. For the HOMO energy, the calculation gives -0.2873 Eh. The energy relative to the best compared isomer or geometry (same formula, charge and spin) comes out at 288.0 kJ/mol.

---

# 3
# C12H18NS

A gas-phase ion, C12H18NS (charge +1) at a distorted geometry (ωB97M-V with the def2-TZVPD basis set, the Open Molecules 2025 dataset).

Last column: Mulliken charge in e.
Element x y z (Å)
1 C -1.404 -1.243 1.480  -1.277
2 C -0.431 -1.408 2.444  -0.447
3 C -1.035 -1.542 0.095  0.134
4 C 0.934 -1.698 1.976  -0.899
5 C 0.101 1.249 0.807  -1.665
6 C 1.998 0.492 -0.908  -0.913
7 C -0.777 1.568 -0.477  -0.673
8 C 3.277 -0.327 -0.934  -0.755
9 C -1.216 -0.782 -0.974  -0.825
10 C 1.408 0.531 0.557  0.677
11 C 1.540 -0.984 1.074  0.163
12 C -2.965 0.906 -1.706  -0.864
13 N -1.853 0.516 -0.733  0.022
14 S 3.092 -1.653 0.405  -0.157
15 H -2.412 -1.119 1.765  0.668
16 H -0.482 -1.290 3.535  0.416
17 H -0.644 -2.512 -0.223  0.334
18 H 1.558 -2.470 2.410  0.438
19 H 0.317 2.187 1.295  0.531
20 H -0.435 0.897 1.595  0.712
21 H 2.188 1.549 -1.312  0.398
22 H 1.422 0.129 -1.693  0.320
23 H -1.451 2.520 -0.168  0.462
24 H -0.104 1.698 -1.281  0.448
25 H 3.605 -0.932 -1.864  0.389
26 H 4.123 0.241 -0.797  0.425
27 H -0.959 -0.892 -1.926  0.837
28 H 2.258 1.057 1.194  0.485
29 H -3.744 0.254 -1.563  0.441
30 H -3.042 2.001 -1.650  0.298
31 H -2.682 0.685 -2.727  0.358
32 H -2.184 0.373 0.308  0.518

The multiplicity is 1. Its SMILES is C[N@H+]1\C=C/C=C\C=C2\SCC[C@H]2CC1. Its calculated total energy is -25050.653 eV. For the HOMO energy, the calculation gives -0.4094 Eh. As for the net charge: +1. The energy relative to the best compared isomer or geometry (same formula, charge and spin) comes out at 264.3 kJ/mol.

---

# 4
# C13H18N2O3

C13H18N2O3 in the gas phase (ωB97M-V with the def2-TZVPD basis set, the Open Molecules 2025 dataset).

Last column: Mulliken charge in e.
Element x y z (Å)
1 C 4.100 3.982 -0.842  -1.392
2 C 3.156 2.828 -0.988  0.774
3 C 1.852 2.914 -0.516  -0.876
4 C 0.961 1.868 -0.658  -0.231
5 C 1.368 0.697 -1.288  0.857
6 C 2.672 0.600 -1.765  -0.662
7 C 3.552 1.654 -1.616  -0.865
8 H 4.560 1.560 -1.992  0.342
9 H 2.998 -0.308 -2.254  0.334
10 N 0.529 -0.417 -1.462  -0.004
11 C -0.771 -0.581 -1.114  0.391
12 O -1.448 0.268 -0.565  -0.732
13 C -1.296 -1.972 -1.421  -0.835
14 H -2.385 -1.935 -1.450  0.379
15 H -0.930 -2.305 -2.394  0.361
16 C -0.856 -2.967 -0.332  -0.664
17 C -1.646 -2.737 0.955  0.567
18 O -2.600 -3.421 1.258  -0.650
19 N -1.175 -1.734 1.726  -0.182
20 H -0.457 -1.122 1.371  0.259
21 C -1.886 -1.261 2.894  -0.708
22 H -2.496 -2.088 3.262  0.381
23 H -1.153 -0.970 3.650  0.322
24 C -2.796 -0.063 2.567  -0.417
25 O -2.079 1.047 2.095  -0.539
26 H -1.873 0.903 1.157  0.412
27 H -3.295 0.256 3.487  0.373
28 H -3.557 -0.378 1.844  0.257
29 H 0.216 -2.881 -0.139  0.415
30 H -1.076 -3.981 -0.669  0.323
31 H 0.974 -1.192 -1.935  0.197
32 H -0.045 1.963 -0.287  0.436
33 H 1.523 3.817 -0.024  0.369
34 H 3.920 4.713 -1.630  0.286
35 H 5.134 3.652 -0.916  0.357
36 H 3.955 4.480 0.114  0.366

The multiplicity is 1. Its SMILES is Cc1ccc(NC(=O)CCC(=O)NCCO)cc1. Its calculated total energy is -22897.089 eV. For the HOMO energy, the calculation gives -0.3208 Eh. The energy relative to the best compared isomer or geometry (same formula, charge and spin) comes out at 0.0 kJ/mol.